1.
This record from the Open Molecules 2025 dataset describes C15H34ClFeO15P2 as an isolated structure in a non-equilibrium geometry. The level of theory is wB97M-V/def2-TZVPD.

The calculation puts the HOMO energy (spin up / spin down) at -7.71 / -9.62 eV. The value obtained for the molecular weight is 607.67 g/mol. The HOMO-LUMO gap (spin up / spin down) is 7.93 / 8.56 eV. The net charge is 0. The spin multiplicity is 6.

Cartesian coordinates (Å):
Fe  -7.89521  11.29395  14.26539
Cl  -7.26305  14.74790  13.63372
O  -8.35746  15.38450  12.92533
O  -7.54335  14.72798  14.98701
O  -7.26244  13.35866  13.29753
O  -5.89165  15.24421  13.37385
C  -8.38587  18.31796  16.86190
C  -6.93654  17.94525  16.48759
O  -6.64602  17.14418  17.63996
C  -7.44497  17.63308  18.74210
O  -7.26185  17.41637  19.91686
O  -8.17632  18.61747  18.19509
H  -9.07415  17.51028  16.61281
H  -8.51968  19.26786  16.34434
H  -6.26148  18.75294  16.20466
H  -6.86835  17.49701  15.49637
C  -8.38645  22.31344  13.35525
C  -8.35399  21.00212  14.14906
O  -6.94150  20.56811  14.17278
P  -6.30678  19.87557  12.82494
O  -7.30191  19.04916  11.99575
O  -5.69642  21.16717  12.15051
C  -5.84065  21.32498  10.74504
C  -5.10324  22.47943  10.10003
O  -4.99144  19.13656  13.35507
C  -3.98954  18.50606  12.52332
C  -3.12619  17.67088  13.42598
H  -9.33686  22.83597  13.24660
H  -7.70176  22.93400  13.93335
H  -8.24709  22.08150  12.29937
H  -8.78829  21.32713  15.09450
H  -9.12345  20.35238  13.73208
H  -5.60249  20.41971  10.18660
H  -6.88422  21.63465  10.68874
H  -5.38187  23.39625  10.61957
H  -4.03107  22.35893  10.25503
H  -5.32269  22.77755  9.07481
H  -4.53572  17.90168  11.79909
H  -3.37716  19.11329  11.85672
H  -2.43276  17.04438  12.86495
H  -2.39851  18.24418  14.00036
H  -3.75961  17.00227  14.00895
C  -6.92507  6.82304  10.02135
C  -7.53634  8.06932  10.83258
O  -6.88826  9.32200  10.42728
P  -7.63147  10.67743  10.91122
O  -8.11305  10.71438  12.29333
O  -6.54112  11.87286  10.78872
C  -5.92663  12.24831  9.48940
C  -5.36526  13.67599  9.71122
O  -8.84710  11.04834  9.95223
C  -9.51536  12.20259  10.02325
C  -10.37832  12.49672  8.82929
H  -6.50216  7.12818  9.06420
H  -6.11690  6.27606  10.50692
H  -7.64082  6.03442  9.78921
H  -8.51512  8.02452  10.35501
H  -7.43906  8.01726  11.91698
H  -5.15597  11.54795  9.16741
H  -6.70949  12.07526  8.75098
H  -5.83065  14.56240  10.14225
H  -4.51742  13.62741  10.39453
H  -5.01746  13.98736  8.72624
H  -9.89055  12.31247  11.04073
H  -8.71167  12.93871  10.00547
H  -11.26355  11.89516  8.62292
H  -10.92415  13.42150  9.01625
H  -9.88952  12.85281  7.92244

Atomic partial charges in e from the Mulliken method, atoms 1 to 2: atom 1 (Fe): 0.38, atom 2 (Cl): 1.56

2.
This record from the Open Molecules 2025 dataset describes C15H34N2NaO7 as an isolated structure in a non-equilibrium geometry. The level of theory is wB97M-V/def2-TZVPD.

As for the energy relative to the best compared isomer or geometry (same formula, charge and spin): 0.000 eV. The calculation puts the HOMO energy at -11.46 eV. The value obtained for the molecular weight is 377.43 g/mol. The HOMO-LUMO gap is 9.30 eV. The net charge is +1.

Cartesian coordinates (Å):
Na  -0.38053  -0.06554  0.13067
C  3.06086  2.79036  -2.78116
C  4.29853  2.81811  -1.86880
O  3.90558  1.97470  -0.77420
C  2.74944  1.36301  -1.05388
O  2.20225  0.59605  -0.31634
O  2.26008  1.74101  -2.24019
H  3.32062  2.59175  -3.81758
H  2.49920  3.72253  -2.73822
H  4.52231  3.82156  -1.51758
H  5.19303  2.40044  -2.32394
C  -2.11802  -3.31153  -0.53579
O  -0.76885  -2.93183  -0.33632
C  -0.19725  -3.53708  0.79278
C  1.23734  -3.08228  0.93703
N  1.32598  -1.67726  1.30759
C  1.18220  -1.42081  2.72748
C  1.48162  0.02579  3.04203
O  0.54487  0.83994  2.38344
C  0.80244  2.22804  2.53443
H  -2.18152  -4.36571  -0.82023
H  -2.51164  -2.69603  -1.34215
H  -2.70915  -3.13845  0.36964
H  -0.21969  -4.63686  0.72725
H  -0.76155  -3.28668  1.70609
H  1.76899  -3.20196  -0.00665
H  1.69440  -3.72312  1.70453
H  2.09373  -1.17904  0.88351
H  1.88201  -2.01467  3.33739
H  0.15216  -1.64386  3.01347
H  2.49878  0.28828  2.71398
H  1.42399  0.20520  4.12367
H  0.04166  2.74024  1.95025
H  1.78186  2.47604  2.11560
H  0.72486  2.51991  3.58245
C  0.50510  -1.41830  -2.83587
O  -0.43717  -0.67110  -2.10014
C  -0.91241  0.44965  -2.82675
C  -1.95489  1.17905  -2.00171
N  -1.41697  1.83478  -0.80221
C  -2.47641  2.27359  0.13057
C  -3.23762  1.15927  0.80716
O  -2.34747  0.29288  1.48242
C  -2.99565  -0.71066  2.24774
H  0.07384  -1.80880  -3.76186
H  0.80370  -2.25885  -2.21342
H  1.39540  -0.81748  -3.05250
H  -1.29903  0.12434  -3.79938
H  -0.07701  1.12487  -3.06813
H  -2.59024  0.35158  -1.66785
H  -2.52062  1.91052  -2.58563
H  -0.90591  2.67278  -1.05150
H  -3.18280  2.94009  -0.38079
H  -1.96931  2.87083  0.89025
H  -3.84491  0.58762  0.09217
H  -3.94929  1.63036  1.49835
H  -2.43175  -1.63949  2.16477
H  -4.02319  -0.87433  1.91800
H  -3.00604  -0.43345  3.30605

Atomic partial charges in e from the Mulliken method, atoms 1 to 2: atom 1 (Na): 0.68, atom 2 (C): -0.38

3.
This record from the Open Molecules 2025 dataset describes C15H35Ag2NO11P as an isolated structure in a non-equilibrium geometry. The level of theory is wB97M-V/def2-TZVPD.

The calculation puts the HOMO energy at -11.40 eV. The value obtained for the molecular weight is 652.15 g/mol. The HOMO-LUMO gap is 5.16 eV. The net charge is +1.

Cartesian coordinates (Å):
Ag  -0.21508  -3.42343  -0.70867
Ag  -2.82649  -3.68263  -3.35998
N  -1.93762  -1.22402  -0.90766
O  -2.77503  -0.42164  -0.65377
O  -2.24410  -2.29258  -1.58858
O  -0.73254  -1.08033  -0.60025
C  -1.13321  1.77138  -2.36509
O  -0.72375  2.87932  -3.16247
P  0.46410  2.68824  -4.18185
O  0.88953  1.29925  -4.39444
O  -0.07886  3.46446  -5.43211
C  0.81077  3.75659  -6.50542
O  1.60633  3.62628  -3.64161
C  2.77812  3.08788  -3.01882
H  -2.05371  1.32202  -2.73839
H  -1.36486  2.15069  -1.37056
H  -0.32954  1.04035  -2.31181
H  0.50057  4.71110  -6.93092
H  0.80583  2.97910  -7.26280
H  1.82743  3.94126  -6.14999
H  2.83544  2.00853  -3.14202
H  2.73004  3.32127  -1.95311
H  3.64477  3.58852  -3.44136
C  5.71364  1.21720  2.20909
O  4.84486  1.43020  1.11173
C  4.68231  0.26998  0.34486
C  3.68617  0.59220  -0.73205
O  3.58962  -0.49855  -1.62067
C  2.32429  -0.66392  -2.19778
H  5.76482  2.14766  2.77272
H  6.71086  0.93088  1.86955
H  5.28483  0.47316  2.89322
H  4.22148  -0.49669  0.98877
H  5.60544  -0.14089  -0.07913
H  3.93528  1.53120  -1.24758
H  2.72789  0.82513  -0.24443
H  2.14724  0.00892  -3.04114
H  1.49991  -0.54155  -1.47600
H  2.22558  -1.71910  -2.48822
C  -6.53623  -1.88217  2.36816
C  -6.84709  -3.35338  2.60608
C  -6.19695  -3.94258  1.35481
O  -4.93505  -3.29381  1.31442
C  -5.11200  -1.94188  1.76578
H  -6.62091  -1.16926  3.18144
H  -7.19878  -1.57613  1.55114
H  -7.89376  -3.61096  2.74892
H  -6.27154  -3.76355  3.44346
H  -6.81187  -3.68162  0.47569
H  -6.06554  -5.02259  1.34536
H  -5.01434  -1.28176  0.90131
H  -4.34900  -1.68077  2.50045
C  -0.04827  -0.52198  4.27305
C  1.31680  -0.91361  4.80223
C  2.25250  -0.02660  3.95607
O  1.62057  0.12208  2.69964
C  0.20229  -0.06246  2.81632
H  -0.50973  0.27891  4.85239
H  -0.75953  -1.34992  4.32293
H  1.55791  -1.95964  4.60629
H  1.48893  -0.71031  5.85766
H  3.21526  -0.51888  3.81492
H  2.39803  0.94238  4.44681
H  -0.04004  -0.85251  2.10841
H  -0.28401  0.89553  2.64498

Atomic partial charges in e from the Mulliken method, atoms 1 to 2: atom 1 (Ag): 0.63, atom 2 (Ag): 0.84

Table of calculated total energy (eV), in record order: -112297.798, -37830.867, -57409.821